Record 1
{
  "formula": "C46H59O10P2S3Sc",
  "method": "wB97M-V/def2-TZVPD",
  "relative_energy_kj_mol": 116.42,
  "total_charge": -2,
  "multiplicity": 1,
  "homo_ev": 0.16,
  "lumo_energy_ev": 3.638,
  "elements": ["Sc", "C", "C", "C", "O", "P", "O", "C", "P", "O", "O", "C", "C", "C", "O", "C", "C", "C", "O", "C", "C", "C", "H", "H", "H", "H", "H", "H", "H", "H", "H", "H", "H", "H", "H", "H", "H", "H", "H", "H", "H", "H", "H", "H", "H", "H", "H", "H", "H", "H", "H", "H", "C", "C", "O", "O", "H", "H", "H", "C", "C", "C", "C", "C", "C", "C", "C", "C", "C", "C", "C", "C", "C", "C", "H", "H", "H", "H", "H", "H", "H", "H", "H", "H", "O", "C", "C", "C", "C", "C", "S", "C", "C", "C", "C", "S", "C", "C", "C", "C", "S", "H", "H", "H", "H", "H", "H", "H", "H", "H", "C", "C", "C", "O", "H", "H", "H", "H", "H", "H", "H"],
  "coordinates": [[0.52, -0.69, 0.00], [-4.18, -0.01, 0.10], [-3.75, 1.28, 0.79], [-4.91, 2.27, 0.94], [-2.75, 1.94, 0.02], [-1.17, 2.08, 0.08], [-0.27, 1.23, -0.71], [-0.62, 2.67, 1.75], [1.14, 2.24, 1.62], [1.50, 0.84, 1.39], [1.90, 2.87, 2.90], [1.65, 2.55, 4.27], [2.89, 2.97, 5.05], [1.33, 1.09, 4.51], [1.53, 3.33, 0.53], [2.76, 3.48, -0.17], [3.50, 2.17, -0.36], [3.62, 4.52, 0.56], [-1.10, 3.46, -0.77], [-1.79, 4.65, -0.49], [-0.78, 5.80, -0.47], [-2.88, 4.89, -1.53], [-4.90, -0.55, 0.72], [-3.31, -0.64, -0.08], [-4.63, 0.22, -0.86], [-3.37, 1.06, 1.79], [-5.35, 2.47, -0.03], [-4.54, 3.20, 1.36], [-5.67, 1.87, 1.60], [-1.10, 2.14, 2.57], [-0.73, 3.75, 1.86], [0.79, 3.17, 4.58], [3.74, 2.38, 4.72], [2.72, 2.79, 6.11], [3.11, 4.02, 4.89], [2.18, 0.47, 4.22], [0.47, 0.78, 3.93], [1.11, 0.93, 5.57], [2.46, 3.89, -1.15], [3.90, 1.84, 0.59], [4.32, 2.28, -1.07], [2.82, 1.39, -0.73], [3.87, 4.14, 1.55], [3.07, 5.45, 0.68], [4.53, 4.72, 0.01], [-2.28, 4.57, 0.50], [-0.34, 5.89, -1.47], [0.02, 5.57, 0.23], [-1.26, 6.74, -0.21], [-2.43, 4.93, -2.52], [-3.39, 5.83, -1.32], [-3.58, 4.07, -1.51], [-2.11, -1.70, 2.59], [-1.64, -0.25, 2.51], [-1.77, 0.49, 3.50], [-1.18, 0.12, 1.38], [-2.33, -1.98, 3.62], [-1.34, -2.33, 2.14], [-3.02, -1.80, 1.99], [-1.02, -1.67, -1.24], [-1.75, -1.69, -2.23], [-2.63, -1.77, -3.33], [-3.64, -0.76, -3.46], [-3.43, 0.55, -2.98], [-4.39, 1.52, -3.14], [-5.61, 1.24, -3.75], [-5.87, -0.06, -4.16], [-4.91, -1.04, -4.02], [-2.46, -2.79, -4.31], [-2.97, -2.67, -5.63], [-2.73, -3.61, -6.60], [-1.95, -4.73, -6.32], [-1.42, -4.87, -5.04], [-1.66, -3.93, -4.07], [-2.49, 0.80, -2.50], [-4.19, 2.53, -2.80], [-6.36, 2.02, -3.88], [-6.83, -0.32, -4.59], [-5.14, -2.05, -4.31], [-3.52, -1.77, -5.90], [-3.12, -3.47, -7.60], [-1.75, -5.47, -7.09], [-0.80, -5.73, -4.82], [-1.21, -4.03, -3.09], [1.14, -1.96, 1.51], [2.20, -2.54, 2.11], [2.08, -2.50, 3.63], [0.94, -2.39, 4.36], [1.15, -2.41, 5.75], [2.46, -2.55, 6.08], [3.46, -2.65, 4.68], [2.30, -4.02, 1.73], [1.78, -4.61, 0.62], [2.09, -5.98, 0.52], [2.85, -6.43, 1.55], [3.19, -5.17, 2.68], [3.52, -1.90, 1.70], [4.48, -2.39, 0.86], [5.57, -1.51, 0.68], [5.44, -0.37, 1.39], [3.97, -0.35, 2.30], [-0.02, -2.28, 3.89], [0.35, -2.33, 6.47], [2.91, -2.57, 7.05], [1.19, -4.06, -0.09], [1.77, -6.60, -0.31], [3.25, -7.41, 1.74], [4.40, -3.34, 0.37], [6.41, -1.72, 0.03], [6.10, 0.48, 1.44], [3.97, -1.47, -2.48], [2.45, -1.47, -2.20], [1.69, -1.00, -3.45], [2.13, -0.70, -1.10], [4.18, -2.04, -3.39], [4.48, -1.93, -1.64], [4.33, -0.45, -2.59], [2.17, -2.54, -2.02], [2.04, -0.01, -3.74], [0.63, -0.94, -3.21], [1.83, -1.69, -4.28]],
  "lowdin_charge": [0.88, -0.02, -0.41, -0.03, -0.16, 0.56, -0.28, -0.15, 0.55, -0.31, -0.18, -0.45, -0.05, -0.04, -0.19, -0.41, -0.04, -0.05, -0.18, -0.48, -0.04, -0.04, 0.09, 0.07, 0.07, 0.12, 0.08, 0.07, 0.08, 0.06, 0.08, 0.14, 0.08, 0.08, 0.07, 0.05, 0.06, 0.09, 0.15, 0.05, 0.09, 0.07, 0.07, 0.07, 0.08, 0.13, 0.08, 0.06, 0.07, 0.09, 0.08, 0.05, 0.01, -0.68, -0.03, -0.19, 0.07, 0.07, 0.07, -0.08, -0.20, -0.23, -0.20, -0.05, -0.13, -0.15, -0.14, -0.08, -0.20, -0.07, -0.15, -0.17, -0.14, -0.05, 0.10, 0.07, 0.07, 0.08, 0.10, 0.09, 0.08, 0.07, 0.08, 0.09, -0.22, -0.61, -0.46, -0.10, -0.19, -0.42, 0.98, -0.44, -0.10, -0.19, -0.43, 1.00, -0.44, -0.13, -0.20, -0.40, 1.06, 0.09, 0.10, 0.04, 0.11, 0.10, 0.04, 0.12, 0.10, 0.06, -0.06, -0.56, -0.05, -0.29, 0.07, 0.03, 0.07, 0.13, 0.07, 0.05, 0.07]
}

---

Record 2
{
  "formula": "C46H60ClNO2Si2",
  "method": "wB97M-V/def2-TZVPD",
  "multiplicity": 1,
  "homo_ev": -9.21,
  "lumo_energy_ev": 0.609,
  "elements": ["C", "C", "C", "Cl", "Si", "C", "O", "Si", "C", "C", "N", "C", "C", "C", "C", "O", "H", "H", "H", "H", "H", "H", "H", "H", "H", "H", "H", "H", "H", "H", "H", "H", "H", "H", "H", "H", "H", "H", "H", "H", "C", "C", "C", "C", "C", "C", "H", "H", "H", "H", "H", "H", "C", "C", "C", "C", "C", "C", "H", "H", "H", "H", "H", "H", "C", "C", "C", "C", "C", "C", "H", "H", "H", "H", "H", "H", "C", "C", "C", "C", "C", "C", "H", "H", "H", "H", "H", "H", "C", "C", "C", "C", "C", "C", "H", "H", "H", "H", "H", "H", "C", "C", "C", "C", "C", "C", "H", "H", "H", "H", "H", "H"],
  "coordinates": [[3.66, 0.56, 1.42], [2.42, 1.46, 1.49], [2.03, 2.14, 0.16], [2.46, 1.12, -1.27], [0.17, 2.46, 0.02], [-0.48, 2.54, -1.71], [-0.13, 3.88, 0.82], [-1.41, 4.25, 1.80], [-3.03, 3.98, 0.93], [-3.56, 2.53, 0.86], [-5.02, 2.50, 1.05], [-5.41, 2.28, 2.44], [-6.91, 2.50, 2.62], [-5.59, 1.55, 0.13], [-5.68, 0.10, 0.55], [-5.90, 1.92, -0.97], [4.50, 1.10, 0.97], [3.48, -0.35, 0.86], [3.96, 0.30, 2.44], [2.62, 2.26, 2.20], [1.57, 0.90, 1.89], [2.59, 3.07, 0.05], [-0.50, 1.37, 0.77], [-1.30, 3.26, -1.74], [0.28, 2.87, -2.43], [-0.86, 1.57, -2.04], [-1.26, 5.67, 2.18], [-1.37, 3.41, 3.02], [-3.76, 4.59, 1.47], [-2.97, 4.41, -0.08], [-3.07, 1.89, 1.60], [-3.33, 2.10, -0.12], [-5.11, 1.29, 2.81], [-4.83, 3.00, 3.03], [-7.33, 1.87, 3.40], [-7.12, 3.54, 2.87], [-7.43, 2.30, 1.68], [-4.68, -0.25, 0.84], [-6.34, -0.03, 1.41], [-6.05, -0.48, -0.28], [5.57, -2.67, 2.15], [4.51, -2.88, 3.02], [4.59, -3.87, 3.99], [5.73, -4.65, 4.10], [6.80, -4.44, 3.23], [6.72, -3.45, 2.26], [5.51, -1.90, 1.40], [3.62, -2.27, 2.94], [3.76, -4.03, 4.67], [5.80, -5.41, 4.86], [7.69, -5.05, 3.31], [7.54, -3.29, 1.58], [-2.27, 2.56, -4.85], [-2.39, 1.66, -5.90], [-3.48, 0.80, -5.95], [-4.44, 0.84, -4.95], [-4.33, 1.75, -3.91], [-3.24, 2.61, -3.87], [-1.42, 3.23, -4.81], [-1.63, 1.62, -6.67], [-3.57, 0.09, -6.76], [-5.28, 0.16, -4.99], [-5.08, 1.78, -3.13], [-3.15, 3.31, -3.05], [2.42, -2.63, -3.71], [3.09, -2.23, -2.56], [3.70, -3.18, -1.74], [3.64, -4.53, -2.09], [2.98, -4.92, -3.24], [2.37, -3.97, -4.05], [1.95, -1.89, -4.34], [3.13, -1.19, -2.28], [4.21, -2.88, -0.84], [4.12, -5.27, -1.45], [2.94, -5.97, -3.51], [1.85, -4.28, -4.95], [11.35, -8.47, 5.11], [11.11, -7.10, 5.11], [9.82, -6.62, 5.00], [8.75, -7.51, 4.90], [8.99, -8.88, 4.90], [10.28, -9.36, 5.01], [12.36, -8.85, 5.20], [11.94, -6.41, 5.19], [9.63, -5.55, 5.00], [7.74, -7.14, 4.82], [8.16, -9.57, 4.83], [10.47, -10.43, 5.01], [2.68, 4.71, -4.93], [1.41, 4.30, -4.55], [1.04, 4.35, -3.21], [1.93, 4.81, -2.26], [3.21, 5.22, -2.64], [3.58, 5.17, -3.97], [2.98, 4.67, -5.97], [0.71, 3.95, -5.29], [0.05, 4.03, -2.91], [1.64, 4.85, -1.21], [3.90, 5.58, -1.89], [4.57, 5.49, -4.27], [-10.06, 0.84, -0.51], [-11.30, 0.34, -0.15], [-12.21, 1.15, 0.53], [-11.87, 2.46, 0.84], [-10.63, 2.96, 0.48], [-9.72, 2.15, -0.20], [-9.36, 0.22, -1.04], [-11.57, -0.68, -0.40], [-13.17, 0.75, 0.82], [-12.57, 3.08, 1.37], [-10.36, 3.98, 0.72], [-8.75, 2.54, -0.49]],
  "lowdin_charge": [-0.15, -0.33, -0.71, 0.63, 0.42, -0.21, -0.39, 0.52, -0.28, -0.25, -0.11, -0.25, -0.06, -0.49, 0.01, 0.09, 0.08, 0.05, 0.07, 0.11, 0.09, 0.06, 0.03, 0.04, -0.02, 0.06, -0.03, -0.01, 0.08, 0.08, 0.10, 0.12, 0.11, 0.12, 0.08, 0.08, 0.05, 0.09, 0.08, 0.09, -0.10, -0.10, -0.09, -0.10, -0.09, -0.09, 0.09, 0.09, 0.10, 0.09, 0.08, 0.10, -0.09, -0.09, -0.10, -0.09, -0.08, -0.10, 0.08, 0.10, 0.10, 0.10, 0.08, 0.09, -0.09, -0.10, -0.09, -0.10, -0.10, -0.10, 0.10, 0.03, 0.09, 0.10, 0.10, 0.10, -0.10, -0.10, -0.10, -0.10, -0.09, -0.10, 0.10, 0.10, 0.10, 0.09, 0.10, 0.10, -0.09, -0.07, -0.13, -0.08, -0.08, -0.09, 0.10, 0.09, 0.05, 0.09, 0.10, 0.10, -0.09, -0.10, -0.10, -0.10, -0.10, -0.10, 0.10, 0.10, 0.10, 0.10, 0.10, 0.09]
}

---

Record 3
{
  "formula": "C46H63BrN16S3",
  "method": "wB97M-V/def2-TZVPD",
  "relative_energy_kj_mol": 804.60,
  "multiplicity": 1,
  "homo_ev": -7.08,
  "lumo_energy_ev": -0.806,
  "elements": ["C", "C", "N", "C", "C", "C", "S", "S", "C", "C", "C", "C", "C", "C", "C", "C", "C", "N", "S", "C", "C", "Br", "C", "C", "C", "C", "N", "H", "H", "H", "H", "H", "H", "H", "H", "H", "H", "H", "H", "H", "H", "H", "H", "H", "H", "H", "H", "H", "H", "H", "H", "C", "C", "N", "H", "H", "H", "C", "C", "N", "H", "H", "H", "C", "C", "N", "H", "H", "H", "C", "C", "N", "H", "H", "H", "C", "C", "N", "H", "H", "H", "C", "C", "N", "H", "H", "H", "C", "C", "N", "H", "H", "H", "C", "C", "N", "H", "H", "H", "C", "C", "N", "H", "H", "H", "C", "C", "N", "H", "H", "H", "C", "C", "N", "H", "H", "H", "C", "C", "N", "H", "H", "H", "C", "C", "N", "H", "H", "H"],
  "coordinates": [[-3.40, -0.27, -1.46], [-2.94, -0.95, -0.08], [-4.04, -1.49, 0.77], [-5.05, -0.46, 1.14], [-6.04, -0.98, 2.31], [-4.65, -2.71, 0.21], [-5.73, -2.77, -1.08], [-4.21, -4.31, 1.02], [-2.72, -5.07, 0.20], [-1.33, -4.78, 0.94], [-1.37, -4.88, 2.55], [-0.86, -3.45, 3.10], [0.64, -3.10, 2.74], [1.22, -1.75, 3.18], [0.31, -0.74, 3.98], [-1.14, -1.07, 4.35], [-1.74, -2.46, 3.89], [-3.14, -2.75, 4.23], [1.15, 0.88, 4.40], [2.13, 1.19, 2.85], [2.29, 2.60, 2.21], [1.48, 4.20, 3.06], [3.10, 2.76, 0.87], [3.72, 1.50, 0.21], [3.58, 0.08, 0.87], [2.77, -0.11, 2.21], [2.62, -1.42, 2.84], [-2.47, 0.22, -1.92], [-4.16, 0.57, -1.26], [-3.78, -1.03, -2.23], [-2.38, -0.13, 0.51], [-2.15, -1.77, -0.29], [-5.71, -0.18, 0.23], [-4.58, 0.51, 1.54], [-5.78, -2.06, 2.62], [-7.14, -0.91, 2.00], [-5.90, -0.34, 3.25], [-2.80, -6.20, 0.01], [-2.64, -4.57, -0.84], [-0.86, -3.79, 0.57], [-0.59, -5.60, 0.59], [-0.60, -5.68, 2.87], [-2.37, -5.20, 2.98], [1.31, -3.83, 2.16], [-1.79, -0.30, 4.91], [-3.61, -3.27, 3.48], [-3.22, -3.24, 5.14], [3.17, 3.80, 0.41], [4.29, 1.63, -0.78], [4.08, -0.80, 0.32], [3.09, -2.17, 2.32], [3.62, -1.98, 7.44], [2.79, -1.29, 6.40], [2.13, -0.74, 5.57], [2.97, -2.35, 8.24], [4.15, -2.82, 7.00], [4.34, -1.27, 7.87], [-6.58, -1.59, -4.76], [-5.32, -0.98, -5.30], [-4.33, -0.50, -5.74], [-7.24, -0.80, -4.40], [-7.09, -2.16, -5.55], [-6.35, -2.27, -3.94], [0.09, 2.74, -1.24], [-1.37, 2.67, -1.57], [-2.52, 2.62, -1.84], [0.62, 1.93, -1.74], [0.50, 3.70, -1.58], [0.24, 2.65, -0.17], [2.86, 3.45, -4.46], [2.72, 2.37, -3.43], [2.61, 1.52, -2.62], [2.55, 4.41, -4.03], [3.89, 3.53, -4.79], [2.22, 3.23, -5.32], [-1.88, -3.34, -5.72], [-1.85, -4.41, -4.67], [-1.84, -5.25, -3.83], [-0.86, -3.04, -5.97], [-2.37, -3.72, -6.62], [-2.43, -2.47, -5.36], [0.71, 7.73, 2.88], [1.06, 8.87, 1.97], [1.34, 9.77, 1.26], [1.59, 7.43, 3.46], [-0.08, 8.03, 3.57], [0.36, 6.88, 2.29], [3.86, 4.22, 5.56], [5.25, 4.17, 6.13], [6.34, 4.13, 6.57], [3.17, 3.70, 6.22], [3.54, 5.25, 5.45], [3.84, 3.73, 4.58], [2.19, -1.85, -2.17], [2.06, -2.93, -1.14], [1.95, -3.78, -0.33], [1.89, -0.89, -1.75], [3.23, -1.78, -2.50], [1.56, -2.08, -3.03], [6.07, 1.90, 3.50], [6.28, 2.41, 2.10], [6.44, 2.80, 1.00], [5.09, 1.43, 3.58], [6.84, 1.17, 3.75], [6.12, 2.74, 4.20], [4.36, 11.33, 3.47], [3.87, 9.97, 3.88], [3.48, 8.91, 4.20], [4.17, 11.49, 2.41], [3.85, 12.10, 4.05], [5.44, 11.41, 3.66], [5.59, 0.16, -2.72], [5.20, -0.83, -3.76], [4.88, -1.62, -4.59], [6.59, 0.55, -2.93], [4.89, 0.99, -2.71], [5.59, -0.32, -1.73], [-5.36, -6.05, -4.92], [-6.14, -5.31, -5.96], [-6.76, -4.72, -6.79], [-6.03, -6.40, -4.13], [-4.87, -6.91, -5.37], [-4.61, -5.40, -4.48], [-4.00, -3.23, -9.64], [-2.62, -3.32, -9.07], [-1.53, -3.38, -8.61], [-4.71, -3.73, -8.98], [-4.29, -2.19, -9.75], [-4.02, -3.71, -10.62]],
  "lowdin_charge": [-0.13, -0.23, -0.24, -0.26, -0.09, -0.98, 0.67, 0.80, -0.46, -0.26, -0.18, -0.11, 0.03, -0.20, -0.38, 0.01, -0.21, 0.03, 0.85, -0.40, -0.60, 0.69, -0.12, -0.10, -0.01, -0.18, 0.02, 0.05, 0.07, 0.04, 0.13, 0.12, 0.10, 0.13, 0.06, 0.07, 0.08, 0.09, 0.08, 0.09, 0.11, 0.11, 0.08, 0.08, 0.10, 0.01, 0.08, 0.09, 0.05, 0.09, 0.12, -0.05, -0.13, -0.05, 0.08, 0.08, 0.08, -0.07, -0.24, 0.11, 0.08, 0.06, 0.03, -0.07, -0.23, 0.13, 0.03, 0.08, 0.07, -0.03, -0.18, 0.15, 0.08, 0.08, 0.09, -0.09, -0.24, 0.10, 0.07, 0.02, 0.05, -0.11, -0.26, 0.10, 0.03, 0.08, 0.04, -0.10, -0.26, 0.11, 0.08, 0.07, 0.02, -0.07, -0.22, 0.13, 0.05, 0.04, 0.08, -0.05, -0.24, 0.12, 0.06, 0.08, 0.04, -0.06, -0.23, 0.12, 0.08, 0.08, 0.08, -0.07, -0.26, 0.12, 0.09, 0.02, 0.07, -0.06, -0.24, 0.10, 0.08, 0.08, 0.05, -0.05, -0.22, 0.12, 0.06, 0.08, 0.08]
}